(1)
The molecule C20H26N4O2S at a distorted geometry, computed with ωB97M-V/def2-TZVPD.

The geometry in XYZ format:
```
53
Properties=species:S:1:pos:R:3
N 1.655 0.334 -0.961
H 0.910 -0.281 -2.692
H 3.359 -0.571 -2.105
C 4.064 0.405 -0.042
C -2.827 -2.392 1.352
C 6.062 -0.289 1.099
H -3.903 -1.522 2.934
H 0.997 1.296 -2.417
C -1.276 -1.833 -1.641
H -0.026 -0.187 0.973
H -1.302 0.870 -2.092
C -1.993 3.939 0.410
N -3.768 0.059 1.773
H 3.253 1.334 -1.957
H -1.407 4.680 0.779
H 2.149 -1.192 0.716
H -4.305 2.411 -1.571
H -0.691 1.233 -0.616
H 6.577 0.720 2.791
H -3.653 -1.862 -0.477
O -4.687 0.031 -0.159
S -2.209 2.518 1.477
H -4.984 -1.578 1.444
C 0.073 -0.901 0.414
C 1.498 -1.199 -0.297
N -1.013 -0.711 -0.732
C -4.052 -1.394 1.971
C 3.240 0.412 -1.383
H 1.634 -2.039 -0.818
C -1.958 -3.162 -0.931
H 2.961 1.755 0.969
C -0.570 0.435 -1.352
C 0.747 0.657 -1.911
H -2.881 4.727 -1.591
C 5.850 0.618 2.045
H 7.031 -1.129 0.924
H -0.240 -1.953 1.022
C 3.784 1.199 0.821
C 4.586 1.368 2.136
H 5.543 -1.054 -0.979
C -3.811 0.428 0.637
O -2.111 -2.966 2.120
C -3.598 2.508 -0.774
H -2.945 0.395 2.245
H -1.367 -3.602 -0.048
H -2.463 -3.823 -1.347
H -0.369 -2.261 -1.745
H -1.894 -1.462 -2.469
C -2.973 3.939 -0.797
H 4.409 1.894 2.922
C -3.443 1.810 0.323
C 5.244 -0.243 -0.384
N -2.906 -2.370 -0.010
```

Properties
* total charge: 0
* E_LUMO: 0.03 eV
* M: 386.52 g/mol
* E: -42035.157 eV
* F_max: 18.41 eV/Å

(2)
The molecule C5H11B at a distorted geometry, computed with ωB97M-V/def2-TZVPD.

The geometry in XYZ format:
```
17
Properties=species:S:1:pos:R:3
C -0.880 -0.472 -1.431
H 2.376 -0.082 -1.345
H -1.297 -0.949 -0.571
H -0.925 -1.742 1.784
C 0.058 0.906 0.619
H 0.510 -1.428 0.967
H 1.343 1.483 -1.771
H -0.571 -0.957 -2.443
C 1.417 0.385 -1.604
C -0.318 0.354 1.759
H 1.025 -0.098 -2.539
H 0.617 -1.326 2.800
C -0.040 -1.095 1.797
H -0.273 0.706 2.737
H -1.322 0.543 -1.737
B 0.313 0.083 -0.608
H 0.221 1.965 0.804
```

Properties
* total charge: 0
* E_LUMO: 0.45 eV
* M: 81.95 g/mol
* E: -6036.609 eV
* F_max: 4.11 eV/Å

(3)
A cluster of 2 separate species, C12H13N4O8 in total at a distorted geometry, computed with ωB97M-V/def2-TZVPD.

The geometry in XYZ format:
```
37
Properties=species:S:1:pos:R:3
C 0.585 2.973 1.979
H -0.416 4.294 0.569
C -1.262 -0.156 -0.960
C 0.872 0.723 1.705
N -3.748 2.311 0.000
H 2.473 -5.590 -0.445
H -0.675 -0.916 -0.452
C 0.449 4.275 1.238
H 1.081 -0.092 -0.302
H -0.228 2.834 2.707
O -3.590 1.563 1.196
N -0.575 -0.828 -3.241
C 1.429 -1.634 1.202
H -2.027 1.270 -3.977
H 1.538 2.939 2.524
O -0.023 -1.857 -2.806
C 1.047 -0.328 0.757
N -2.585 0.570 1.035
H 1.352 4.470 0.653
H 3.219 -4.195 -1.231
O -2.322 -0.179 1.951
C 2.313 -4.547 -0.733
H 2.955 -3.644 1.120
O 0.550 1.890 1.047
O 0.991 0.722 2.922
H 1.483 -4.498 -1.445
N -2.836 1.946 -2.188
C -1.307 0.033 -2.349
C -2.103 0.685 -0.264
O 1.638 -2.427 0.102
O 1.579 -2.086 2.324
C -2.075 1.109 -2.897
H 0.344 5.082 1.968
O -0.528 -0.502 -4.451
H 1.256 -4.185 1.121
C -2.903 1.710 -0.882
C 2.049 -3.734 0.506
```

Properties
* total charge: -1
* E_LUMO: 0.78 eV
* M: 341.26 g/mol
* E: -34988.992 eV
* F_max: 2.79 eV/Å

(4)
A cluster of 2 separate species, ClIO2S in total at a distorted geometry, computed with ωB97M-V/def2-TZVPD.

The geometry in XYZ format:
```
5
Properties=species:S:1:pos:R:3
S 0.788 0.108 -0.085
Cl -3.085 -0.341 0.223
O 0.734 -0.556 1.187
O -0.234 1.110 -0.329
I -4.550 -1.378 1.661
```

Properties
* total charge: 0
* E_LUMO: -1.35 eV
* M: 226.42 g/mol
* E: -35552.668 eV
* F_max: 1.74 eV/Å

(5)
The molecule C3H8O2 at a distorted geometry, computed with ωB97M-V/def2-TZVPD.

The geometry in XYZ format:
```
13
Properties=species:S:1:pos:R:3
H 1.683 0.718 1.505
C 0.583 0.806 1.436
H -0.576 -1.501 0.175
O -1.871 -0.412 -1.009
C -0.619 -1.001 -0.808
H 1.447 -0.445 -0.542
O 0.198 1.084 0.087
H -0.480 -1.803 -1.549
H 0.101 -0.108 1.838
C 0.493 0.039 -0.808
H -1.776 0.467 -0.576
H 0.190 1.664 2.031
H 0.627 0.492 -1.779
```

Properties
* total charge: 0
* E_LUMO: 0.98 eV
* M: 76.09 g/mol
* E: -7334.741 eV
* F_max: 1.15 eV/Å

(6)
The molecule C2H2Cl2N2 at a distorted geometry, computed with ωB97M-V/def2-TZVPD.

The geometry in XYZ format:
```
8
Properties=species:S:1:pos:R:3
Cl -1.991 -1.123 0.120
Cl -1.835 1.660 -0.132
C 1.563 0.232 -0.184
H 1.728 1.032 -0.883
C 0.677 -0.653 -0.291
N -0.069 -1.549 -0.217
N -2.159 0.293 0.835
H 2.086 0.109 0.753
```

Properties
* total charge: 0
* E_LUMO (spin up / spin down): 0.48 / -2.20 eV
* M: 124.96 g/mol
* <S²>: 2.022
* multiplicity: 3
* E: -30123.798 eV
* F_max: 5.85 eV/Å

(7)
A cluster of 2 separate species, CHFNO3S in total at a distorted geometry, computed with ωB97M-V/def2-TZVPD.

The geometry in XYZ format:
```
8
Properties=species:S:1:pos:R:3
C 1.302 0.875 -0.046
F 1.455 2.273 -0.176
H 2.103 -0.899 0.102
N 2.255 0.111 0.235
O -2.423 0.138 1.051
O -2.165 -0.314 -1.400
S -1.598 -0.459 -0.021
O -0.929 -1.725 0.255
```

Properties
* total charge: -1
* E_LUMO (spin up / spin down): 2.51 / 3.43 eV
* M: 126.09 g/mol
* E: -22237.213 eV
* F_max: 2.20 eV/Å

(8)
A structure of composition C24H15F11N6O5RuSe at a distorted geometry, computed with ωB97M-V/def2-TZVPD.

The geometry in XYZ format:
```
63
Properties=species:S:1:pos:R:3
C -0.289 -0.172 -4.401
F 0.866 -3.270 2.181
H 8.576 -0.275 2.100
O -3.883 -0.180 1.684
C 1.783 -0.001 3.607
C -0.333 2.255 -0.013
C 4.416 -0.099 -0.012
C 3.704 -0.123 -1.206
C 8.018 -0.228 1.169
H -1.523 -3.611 1.624
H 4.209 -0.230 -2.157
C 2.316 0.060 1.131
C -0.359 0.007 4.292
C 0.533 3.141 -0.930
O -2.272 0.202 -0.483
F 1.216 -3.387 -1.990
C -1.453 -3.837 0.560
O -0.088 -1.935 -0.021
F 0.047 2.754 1.262
H 8.641 -0.088 -2.001
H 6.206 -0.054 -2.135
C 6.670 -0.109 -1.158
H 2.896 -0.402 -3.905
F 0.059 -5.160 -1.522
C 8.055 -0.125 -1.087
H 6.135 -0.269 2.156
Se -3.704 -0.340 0.076
H -1.822 0.134 2.709
N 0.993 -0.322 -4.701
C 3.683 -0.032 1.169
N 0.142 0.107 -2.095
F 0.322 4.459 -0.729
C 6.632 -0.218 1.195
F 1.083 -5.112 1.056
Ru -0.247 0.167 -0.094
N 0.920 -0.035 4.621
C 0.062 -3.802 -1.427
H -1.527 -4.917 0.412
F -0.936 -3.359 -2.217
C -0.724 0.039 -3.108
C 1.391 0.072 2.282
H 2.841 -0.039 3.857
C -0.780 0.093 2.975
H -2.268 -3.334 0.053
C 1.437 -0.056 -2.368
F 1.855 2.929 -0.731
N 8.746 -0.179 0.052
N 0.100 0.128 1.973
H 4.173 -0.057 2.134
H -1.078 -0.029 5.104
H -1.765 0.166 -2.849
C 1.021 -3.761 0.930
F -1.600 2.799 -0.211
N 1.675 0.126 -0.039
O -3.875 -1.976 -0.248
O -4.920 0.341 -0.758
F 0.286 2.906 -2.234
F 2.239 -3.357 0.516
C -0.139 -3.263 0.018
H -0.994 -0.225 -5.225
C 5.910 -0.149 0.007
C 1.841 -0.265 -3.679
C 2.335 -0.024 -1.198
```

Properties
* total charge: -1
* E_LUMO (spin up / spin down): 1.17 / -0.74 eV
* M: 856.43 g/mol
* <S²>: 0.762
* multiplicity: 2
* E: -142130.672 eV
* F_max: 2.57 eV/Å

- Which value of E does entry 7 give?
  -22237.213 eV

- total charge of number 7 (CHFNO3S)?
  -1

- Which formula does entry 8 have?
  C24H15F11N6O5RuSe